[1]
A molecular structure, C38H32BrCl2N4O6Sr at a distorted geometry, computed with ωB97M-V with the def2-TZVPD basis set.

Calculated values
E_tot in Eh: -5663.16974
Total charge: -1
LUMO energy in eV: 2.1

Atoms and positions in Å:
1 Sr -0.294 0.638 1.025
2 Br 6.779 -1.486 -1.323
3 C 5.228 -1.102 -0.294
4 C 5.346 -0.296 0.841
5 C 4.244 -0.005 1.596
6 C 2.931 -0.473 1.250
7 O 1.937 -0.168 1.973
8 C 2.852 -1.327 0.094
9 C 1.672 -2.051 -0.279
10 N 0.473 -1.839 0.141
11 C -0.480 -2.820 -0.070
12 C -0.214 -4.165 0.055
13 C -1.233 -5.123 -0.104
14 C -2.516 -4.743 -0.370
15 C -2.837 -3.367 -0.485
16 C -4.147 -2.909 -0.755
17 C -4.377 -1.569 -0.858
18 C -3.290 -0.681 -0.683
19 N -2.070 -1.075 -0.430
20 C -1.824 -2.399 -0.329
21 C 4.009 -1.621 -0.643
22 H 6.313 0.100 1.126
23 H 4.324 0.629 2.472
24 H 1.859 -2.888 -0.965
25 H 0.782 -4.491 0.322
26 H -0.986 -6.172 0.002
27 H -3.307 -5.474 -0.483
28 H -4.944 -3.634 -0.872
29 H -5.358 -1.160 -1.058
30 H -3.431 0.393 -0.751
31 H 3.932 -2.276 -1.503
32 C 5.894 3.056 -0.664
33 C 5.542 3.269 0.774
34 C 6.450 3.022 1.787
35 C 6.072 3.179 3.112
36 Cl 7.239 2.873 4.374
37 C 4.792 3.561 3.448
38 C 3.861 3.799 2.446
39 C 4.243 3.682 1.120
40 O 3.445 3.959 0.077
41 C 2.070 4.224 0.318
42 C 1.282 2.936 0.643
43 O 1.323 2.062 -0.236
44 O 0.661 2.852 1.725
45 H 6.913 2.681 -0.756
46 H 5.803 3.977 -1.241
47 H 5.212 2.332 -1.112
48 H 7.454 2.698 1.547
49 H 4.516 3.669 4.484
50 H 2.839 4.048 2.707
51 H 1.721 4.598 -0.643
52 H 1.943 4.994 1.085
53 N -1.001 -1.122 3.028
54 C -0.687 -0.497 3.961
55 N -0.230 0.300 4.897
56 C 1.225 0.347 5.111
57 C 1.628 1.780 5.414
58 C 0.800 2.360 6.554
59 C -0.686 2.276 6.231
60 C -1.091 0.836 5.935
61 H 1.702 -0.006 4.195
62 H 1.486 -0.321 5.945
63 H 1.483 2.363 4.500
64 H 2.689 1.803 5.656
65 H 1.084 3.397 6.746
66 H 1.005 1.802 7.476
67 H -0.906 2.878 5.346
68 H -1.288 2.665 7.056
69 H -2.117 0.788 5.570
70 H -1.017 0.220 6.844
71 Cl -7.100 6.427 1.326
72 C -5.810 5.253 1.244
73 C -5.348 4.682 2.416
74 C -4.329 3.746 2.343
75 C -3.771 3.399 1.120
76 C -4.249 3.996 -0.043
77 C -5.277 4.922 0.010
78 C -2.652 2.371 1.049
79 O -2.425 1.697 2.074
80 O -2.043 2.259 -0.035
81 H -5.784 4.967 3.364
82 H -3.947 3.262 3.233
83 H -3.781 3.719 -0.978
84 H -5.659 5.387 -0.889

---

[2]
A molecular structure, C38H32BrN9O8SV at a distorted geometry, computed with ωB97M-V with the def2-TZVPD basis set.

Calculated values
E_tot in Eh: -6477.97811
2S+1: 3
Total charge: +1
LUMO energy (spin up / spin down) in eV: -3.9 / -3.9

Atoms and positions in Å:
1 V 0.590 -0.046 0.147
2 Br 7.741 1.775 -0.506
3 C 6.016 1.050 -0.242
4 C 5.805 -0.311 -0.437
5 C 4.548 -0.854 -0.252
6 C 3.475 -0.045 0.103
7 O 2.249 -0.535 0.252
8 C 3.699 1.325 0.304
9 C 2.590 2.193 0.648
10 N 1.364 1.808 0.686
11 C 0.352 2.685 1.152
12 C 0.322 4.046 1.043
13 C -0.739 4.773 1.625
14 C -1.740 4.141 2.305
15 C -1.757 2.729 2.392
16 C -2.781 1.983 3.016
17 C -2.741 0.620 2.963
18 C -1.701 -0.018 2.264
19 N -0.711 0.633 1.702
20 C -0.717 2.004 1.785
21 C 4.976 1.864 0.135
22 H 6.631 -0.939 -0.744
23 H 4.377 -1.912 -0.412
24 H 2.846 3.216 0.923
25 H 1.084 4.563 0.471
26 H -0.752 5.851 1.528
27 H -2.541 4.711 2.764
28 H -3.603 2.495 3.507
29 H -3.522 0.022 3.418
30 H -1.708 -1.090 2.137
31 H 5.128 2.929 0.270
32 N 0.208 -1.393 -2.783
33 N 1.014 -1.338 -3.938
34 C 1.959 -0.386 -4.207
35 N 2.318 -0.368 -5.495
36 N 2.428 0.348 -3.210
37 N 3.318 1.378 -3.468
38 O 4.021 1.447 -4.493
39 O 3.475 2.162 -2.559
40 H -0.123 -2.342 -2.728
41 H -0.577 -0.756 -2.856
42 H 0.586 -1.705 -4.769
43 H 1.811 -0.891 -6.187
44 H 3.031 0.287 -5.763
45 O -0.633 4.790 -3.130
46 S -1.175 3.491 -3.390
47 O -1.311 3.045 -4.745
48 N -0.359 2.342 -2.536
49 C -1.117 1.796 -1.642
50 O -0.782 0.855 -0.811
51 C -2.516 2.326 -1.569
52 C -3.516 1.978 -0.681
53 C -4.730 2.655 -0.762
54 C -4.923 3.655 -1.712
55 C -3.914 3.996 -2.605
56 C -2.719 3.313 -2.512
57 H -3.352 1.207 0.063
58 H -5.531 2.403 -0.076
59 H -5.872 4.176 -1.750
60 H -4.061 4.773 -3.347
61 C -1.850 -4.090 3.782
62 O -0.789 -4.030 2.830
63 C 0.220 -3.165 3.052
64 C 0.317 -2.369 4.187
65 C 1.401 -1.521 4.363
66 C 2.419 -1.483 3.424
67 C 2.340 -2.291 2.306
68 C 1.239 -3.106 2.091
69 N 1.263 -3.991 0.968
70 C 0.293 -4.432 0.201
71 C -0.940 -3.841 -0.129
72 C -1.973 -4.710 -0.577
73 C -3.206 -4.246 -0.911
74 C -3.458 -2.858 -0.856
75 C -2.474 -1.979 -0.488
76 C -1.181 -2.432 -0.131
77 O -0.221 -1.593 0.077
78 H -2.568 -4.797 3.381
79 H -2.331 -3.117 3.895
80 H -1.498 -4.442 4.751
81 H -0.449 -2.418 4.950
82 H 1.450 -0.903 5.251
83 H 3.283 -0.847 3.573
84 H 3.148 -2.300 1.585
85 H 2.150 -4.457 0.845
86 H 0.505 -5.396 -0.254
87 H -1.769 -5.776 -0.605
88 H -3.987 -4.928 -1.223
89 H -4.438 -2.479 -1.124
90 H -2.635 -0.910 -0.496

---

[3]
A molecular structure, C38H32Cl3LuO2P2 at a distorted geometry, computed with ωB97M-V with the def2-TZVPD basis set.

Calculated values
E_tot in Eh: -4916.04730
Total charge: +2
LUMO energy in eV: -6.0

Atoms and positions in Å:
1 C 0.831 2.366 -0.991
2 C 0.958 1.977 0.350
3 C 2.216 1.940 0.966
4 C 3.343 2.336 0.261
5 C 3.206 2.808 -1.048
6 C 1.954 2.784 -1.689
7 P -0.482 1.337 1.236
8 C -0.032 1.555 3.014
9 C 0.370 0.458 3.800
10 C 0.736 0.692 5.127
11 C 0.762 1.994 5.642
12 C 0.381 3.077 4.841
13 C -0.046 2.854 3.530
14 Lu -0.199 -1.265 1.453
15 P 0.135 -1.565 -1.078
16 C 1.973 -1.439 -0.926
17 C 2.731 -0.808 -1.921
18 C 4.113 -0.662 -1.769
19 C 4.722 -1.051 -0.564
20 C 3.958 -1.582 0.475
21 C 2.592 -1.806 0.300
22 C -0.268 -3.374 -1.043
23 C -1.619 -3.762 -0.978
24 C -1.950 -5.105 -0.871
25 C -0.942 -6.078 -0.904
26 C 0.404 -5.698 -0.987
27 C 0.741 -4.348 -1.082
28 C -0.504 -0.893 -2.610
29 C -1.526 0.082 -2.611
30 C -1.960 0.623 -3.819
31 C -1.387 0.165 -5.022
32 C -0.399 -0.835 -5.027
33 C 0.028 -1.381 -3.811
34 C -1.810 2.474 0.819
35 C -1.562 3.797 0.421
36 C -2.632 4.652 0.129
37 C -3.948 4.177 0.232
38 C -4.200 2.851 0.634
39 C -3.132 2.008 0.927
40 H -2.407 -2.998 -1.030
41 H -2.994 -5.405 -0.788
42 H -1.198 -7.139 -0.889
43 H 1.196 -6.451 -1.002
44 H 1.786 -4.031 -1.198
45 H 2.223 -0.423 -2.809
46 H 4.708 -0.236 -2.578
47 H 5.800 -0.928 -0.449
48 H 4.440 -1.835 1.428
49 H 2.049 -2.342 1.111
50 H -1.964 0.410 -1.659
51 H -2.733 1.399 -3.840
52 H -1.707 0.596 -5.970
53 H 0.048 -1.192 -5.960
54 H 0.776 -2.181 -3.776
55 H -0.531 4.162 0.329
56 H -2.421 5.685 -0.170
57 H -4.777 4.851 0.009
58 H -5.224 2.493 0.724
59 H -3.315 0.977 1.242
60 H 0.407 -0.609 3.433
61 H 0.979 -0.143 5.782
62 H 1.068 2.179 6.671
63 H 0.398 4.098 5.221
64 H -0.390 3.673 2.895
65 H 2.304 1.605 2.005
66 H 4.322 2.285 0.736
67 H 4.085 3.192 -1.562
68 H 1.824 3.091 -2.724
69 H -0.146 2.359 -1.492
70 H 4.024 2.516 -3.541
71 H 3.297 2.668 -3.623
72 Cl -4.136 -4.385 2.214
73 C -3.885 -2.736 2.807
74 Cl -5.155 -1.683 2.210
75 Cl -3.875 -2.745 4.582
76 C -2.533 -2.185 2.238
77 O -1.426 -2.801 2.527
78 O -2.472 -1.143 1.488

---

[4]
A molecular structure, C38H32ClNO6PPm at a distorted geometry, computed with ωB97M-V with the def2-TZVPD basis set.

Calculated values
E_tot in Eh: -3383.49919
2S+1: 5
Total charge: 0
LUMO energy (spin up / spin down) in eV: 0.4 / 0.4

Atoms and positions in Å:
1 Pm 0.777 0.023 -0.613
2 O 2.862 0.751 0.696
3 C 3.181 2.026 1.205
4 C 1.919 2.679 1.711
5 C 1.993 3.908 2.361
6 C 0.831 4.475 2.848
7 C -0.367 3.800 2.658
8 C -0.344 2.595 1.977
9 N 0.770 2.039 1.505
10 H 3.670 0.270 0.459
11 H 3.607 2.675 0.425
12 H 3.909 1.951 2.026
13 H 2.948 4.397 2.488
14 H 0.860 5.423 3.364
15 H -1.294 4.194 3.044
16 H -1.251 2.026 1.812
17 C -4.705 -0.065 -5.821
18 C -4.852 0.758 -4.715
19 C -3.995 0.638 -3.639
20 C -2.984 -0.322 -3.647
21 C -2.867 -1.171 -4.740
22 C -3.721 -1.038 -5.825
23 P -1.779 -0.454 -2.249
24 C -1.598 1.386 -2.117
25 C -1.999 2.149 -1.024
26 C -1.843 3.525 -1.054
27 C -1.292 4.147 -2.161
28 C -0.888 3.394 -3.251
29 C -1.041 2.021 -3.229
30 C -2.932 -0.988 -0.921
31 C -4.139 -1.556 -1.273
32 C -4.982 -2.127 -0.312
33 C -4.608 -2.145 1.000
34 C -3.362 -1.615 1.397
35 C -2.969 -1.664 2.749
36 C -1.739 -1.201 3.116
37 C -0.860 -0.686 2.147
38 C -1.174 -0.554 0.792
39 C -2.480 -1.041 0.435
40 H -5.364 0.047 -6.670
41 H -5.642 1.494 -4.699
42 H -4.112 1.288 -2.783
43 H -2.102 -1.937 -4.734
44 H -3.613 -1.692 -6.678
45 H -2.476 1.659 -0.183
46 H -2.172 4.124 -0.219
47 H -1.190 5.222 -2.184
48 H -0.465 3.881 -4.117
49 H -0.736 1.425 -4.079
50 H -4.457 -1.579 -2.306
51 H -5.923 -2.557 -0.627
52 H -5.258 -2.569 1.755
53 H -3.649 -2.072 3.483
54 H -1.426 -1.242 4.153
55 H 0.113 -0.349 2.509
56 O 1.703 0.515 -2.613
57 C 1.892 1.695 -2.275
58 O 1.346 2.246 -1.300
59 H 2.598 2.307 -2.889
60 C 5.830 -4.248 2.151
61 C 5.001 -3.094 2.620
62 C 5.470 -2.220 3.581
63 C 4.674 -1.170 4.016
64 Cl 5.315 -0.058 5.185
65 C 3.389 -1.007 3.534
66 C 2.909 -1.877 2.565
67 C 3.718 -2.894 2.073
68 O 3.380 -3.768 1.091
69 C 2.127 -3.694 0.457
70 C 1.833 -2.396 -0.322
71 O 2.689 -1.490 -0.372
72 O 0.698 -2.297 -0.835
73 H 6.794 -4.257 2.654
74 H 5.983 -4.189 1.075
75 H 5.312 -5.186 2.347
76 H 6.456 -2.357 4.001
77 H 2.761 -0.215 3.914
78 H 1.906 -1.741 2.187
79 H 1.302 -3.847 1.163
80 H 2.125 -4.524 -0.255

---

[5]
A molecular structure, C38H32GaN5OS3Si, computed with ωB97M-V with the def2-TZVPD basis set.

Calculated values
E_tot in Eh: -5225.16721
Total charge: 0
LUMO energy in eV: -1.2

Atoms and positions in Å:
1 Ga -1.071 0.591 0.201
2 C -4.264 -3.112 2.938
3 C -4.743 -2.897 1.651
4 C -3.968 -2.233 0.715
5 C -2.695 -1.779 1.051
6 C -2.230 -1.971 2.349
7 C -3.007 -2.637 3.284
8 N -1.877 -1.145 0.087
9 C -1.633 -1.801 -1.094
10 C -1.748 -3.194 -1.291
11 C -1.411 -3.752 -2.501
12 C -0.971 -2.984 -3.591
13 C -0.897 -1.620 -3.452
14 C -1.227 -1.047 -2.222
15 N -1.316 0.306 -1.962
16 N -1.321 1.193 -2.832
17 C -1.655 2.447 -2.218
18 C -1.567 3.597 -2.980
19 C -1.988 4.781 -2.398
20 C -2.483 4.759 -1.102
21 C -2.508 3.556 -0.413
22 N -2.095 2.417 -0.962
23 H -4.870 -3.633 3.665
24 H -5.728 -3.249 1.374
25 H -4.341 -2.069 -0.289
26 H -1.258 -1.578 2.627
27 H -2.625 -2.783 4.286
28 H -2.086 -3.823 -0.479
29 H -1.480 -4.827 -2.613
30 H -0.704 -3.464 -4.522
31 H -0.590 -0.973 -4.263
32 H -1.177 3.542 -3.985
33 H -1.936 5.708 -2.952
34 H -2.835 5.659 -0.620
35 H -2.841 3.489 0.615
36 C 4.187 1.329 3.354
37 C 4.270 2.394 2.467
38 C 3.293 2.562 1.498
39 C 2.219 1.675 1.390
40 C 2.148 0.623 2.300
41 C 3.123 0.445 3.271
42 Si 0.925 1.959 0.064
43 C 1.735 1.940 -1.642
44 C 1.770 0.829 -2.484
45 C 2.373 0.881 -3.732
46 C 2.956 2.060 -4.171
47 C 2.934 3.182 -3.354
48 C 2.326 3.120 -2.110
49 H 4.947 1.196 4.113
50 H 5.091 3.095 2.533
51 H 3.379 3.399 0.814
52 H 1.314 -0.069 2.257
53 H 3.047 -0.382 3.965
54 H 0.442 3.359 0.211
55 H 1.333 -0.109 -2.159
56 H 2.386 0.000 -4.362
57 H 3.426 2.106 -5.145
58 H 3.389 4.106 -3.689
59 H 2.300 4.014 -1.497
60 S 1.749 -4.391 1.160
61 C 0.688 -3.055 0.886
62 N 1.199 -1.981 0.394
63 C 2.568 -2.164 0.198
64 C 3.455 -1.199 -0.286
65 C 4.788 -1.523 -0.411
66 C 5.259 -2.795 -0.060
67 C 4.401 -3.757 0.428
68 C 3.053 -3.427 0.556
69 H -0.361 -3.150 1.121
70 H 3.105 -0.211 -0.540
71 H 5.481 -0.778 -0.777
72 H 6.310 -3.023 -0.168
73 H 4.767 -4.736 0.706
74 C -5.103 0.420 3.336
75 O -3.881 0.673 2.639
76 C -2.915 1.334 3.270
77 S -2.976 1.829 4.831
78 S -1.555 1.695 2.237
79 H -5.818 0.156 2.562
80 H -5.414 1.304 3.891
81 H -4.970 -0.411 4.029

---

[6]
A molecular structure, C38H33Cl2FeIN6O2Sb, computed with ωB97M-V with the def2-TZVPD basis set.

Calculated values
E_tot in Eh: -4668.93252
2S+1: 5
Total charge: -1
LUMO energy (spin up / spin down) in eV: 2.4 / 2.4

Atoms and positions in Å:
1 Fe 0.186 0.247 -0.106
2 C 1.363 -2.744 -1.072
3 C 0.484 -2.949 0.128
4 C 0.318 -4.223 0.671
5 C -0.500 -4.390 1.763
6 C -1.149 -3.278 2.284
7 C -0.947 -2.034 1.699
8 N -0.138 -1.884 0.639
9 Sb -2.145 -0.608 2.899
10 C -0.569 0.475 3.879
11 C -0.420 0.332 5.252
12 C 0.653 0.963 5.867
13 C 1.546 1.662 5.082
14 C 1.335 1.742 3.703
15 C 2.339 2.409 2.812
16 N 0.267 1.191 3.125
17 C -3.124 1.175 2.106
18 C -4.306 1.409 2.812
19 C -5.152 2.421 2.386
20 C -4.805 3.139 1.258
21 C -3.594 2.862 0.626
22 C -3.183 3.609 -0.611
23 N -2.763 1.918 1.066
24 H 2.229 -3.406 -1.032
25 H 1.702 -1.708 -1.108
26 H 0.797 -2.971 -1.981
27 H 0.843 -5.061 0.230
28 H -0.637 -5.367 2.210
29 H -1.801 -3.378 3.143
30 H -1.122 -0.266 5.819
31 H 0.807 0.876 6.937
32 H 2.427 2.121 5.513
33 H 3.350 2.225 3.177
34 H 2.177 3.491 2.780
35 H 2.251 2.001 1.806
36 H -4.560 0.798 3.670
37 H -6.079 2.624 2.910
38 H -5.463 3.900 0.856
39 H -4.051 4.043 -1.108
40 H -2.671 2.931 -1.293
41 H -2.488 4.415 -0.368
42 C -4.094 -1.745 -0.337
43 C -3.260 -1.837 -1.577
44 N -3.655 -2.664 -2.511
45 C -2.944 -2.753 -3.656
46 C -1.836 -1.989 -3.910
47 C -1.171 -2.119 -5.252
48 O -1.370 -0.973 -6.088
49 C -1.377 -1.092 -2.914
50 C -0.269 -0.216 -3.228
51 N 0.365 0.510 -2.390
52 C 1.373 1.359 -2.905
53 C 2.171 1.014 -3.994
54 C 3.130 1.883 -4.483
55 C 3.315 3.123 -3.891
56 C 2.545 3.477 -2.794
57 C 1.595 2.596 -2.307
58 I 0.474 3.133 -0.639
59 C -2.071 -1.011 -1.683
60 O -1.741 -0.253 -0.709
61 H -5.035 -2.265 -0.505
62 H -4.285 -0.706 -0.073
63 H -3.586 -2.214 0.510
64 H -3.302 -3.464 -4.393
65 H -1.560 -3.012 -5.752
66 H -0.090 -2.238 -5.159
67 H -2.247 -0.630 -5.890
68 H -0.012 -0.150 -4.286
69 H 2.071 0.029 -4.433
70 H 3.752 1.578 -5.315
71 H 4.071 3.804 -4.262
72 H 2.693 4.428 -2.302
73 Cl 1.969 -1.602 2.938
74 C 3.340 -0.932 2.072
75 C 4.576 -1.219 2.613
76 C 5.752 -0.821 1.990
77 C 5.631 -0.154 0.773
78 C 4.394 0.126 0.242
79 Cl 4.376 0.923 -1.315
80 C 3.105 -0.165 0.858
81 N 1.961 0.206 0.351
82 H 4.612 -1.785 3.537
83 H 6.719 -1.040 2.420
84 H 6.513 0.148 0.220